ORCA calculation (ωB97M-V/def2-TZVPD) on 12 unconnected molecules or ions with the total composition C49H93NO11.

```
154
Properties=species:S:1:pos:R:3:forces:R:3:mulliken_charge:R:1
C 2.348 12.104 28.645 0.84 -1.84 1.34 -1.068
N -8.891 9.610 25.085 0.64 -1.98 0.41 -0.258
H 2.926 10.029 25.324 -0.39 0.16 0.08 0.204
C -6.439 15.677 24.371 -2.12 2.49 -1.02 -0.777
H -0.369 11.700 31.661 0.13 -0.04 -0.84 0.435
H -1.855 10.450 27.778 -0.13 0.78 0.16 -0.261
H -4.949 4.880 22.521 0.11 -0.30 -0.32 0.364
H -6.047 6.632 23.412 -0.09 0.16 -0.03 0.346
C -5.577 15.421 25.511 2.21 -1.09 -0.51 -0.704
H -4.698 16.063 25.569 -0.03 0.21 -0.23 0.482
H -5.004 12.515 31.126 -0.82 -0.02 -0.13 -0.051
H 2.000 10.503 21.604 -0.38 -0.08 -0.22 0.409
H -5.601 11.182 27.490 0.08 -0.05 0.27 -0.585
C 0.150 13.050 28.804 2.18 -0.67 -1.49 0.139
H -4.832 13.591 26.081 -0.36 -1.00 0.17 -0.276
H 3.025 12.840 28.212 -0.54 0.25 -0.26 0.416
H -12.193 10.110 25.658 -0.14 -0.17 0.11 0.343
O -5.271 13.824 29.503 0.03 -0.33 -0.32 -0.374
C -1.925 9.922 21.316 0.97 -0.35 -0.80 -0.201
H 3.127 8.397 22.979 0.15 0.01 0.06 0.338
C -8.632 10.745 24.397 -1.54 0.59 0.83 -0.553
O -7.129 14.498 23.938 0.82 1.15 0.07 -0.461
C -4.891 9.058 30.319 0.83 1.85 1.77 2.583
C -5.296 7.750 29.809 -0.59 -2.26 -1.01 -0.680
C -5.170 13.963 25.114 -0.38 -0.06 3.33 0.332
H 0.900 12.105 26.953 -0.07 -0.62 0.08 0.259
C 0.500 9.835 32.325 -0.54 1.76 -1.55 -0.826
C -5.170 6.966 22.858 0.84 -0.41 -1.47 -0.820
H 1.208 10.596 32.651 0.59 -0.42 -0.33 0.254
H -6.124 15.584 26.440 0.10 -0.95 0.18 0.169
H -7.463 10.254 28.940 -0.33 -0.22 0.36 -0.027
H -7.142 16.409 24.768 -0.78 0.13 -0.72 0.361
C -3.006 5.807 22.577 -0.42 0.91 0.24 -0.475
H 2.917 11.174 28.656 0.11 -0.29 -0.58 0.398
H -11.527 12.442 24.681 -0.54 -0.26 0.37 0.369
H -3.438 12.528 21.179 0.11 0.20 0.61 0.302
C -7.950 11.188 29.219 0.22 1.30 -0.96 1.273
H -7.635 10.745 23.983 0.16 0.52 -0.21 0.328
C -3.654 11.543 21.591 0.44 -0.78 -0.04 -0.552
H 0.204 14.045 28.362 -0.12 -0.15 -0.83 0.412
C -0.266 9.425 33.520 0.16 -1.52 1.68 -0.659
H -7.424 7.602 29.872 -0.52 -0.04 0.49 0.295
H -1.263 4.019 28.861 0.40 -0.48 0.00 0.254
H -4.670 8.712 32.491 0.04 -0.56 0.05 0.294
H -1.371 9.074 21.718 -0.25 -0.25 0.10 -0.100
C -2.743 10.026 27.308 1.01 -0.60 -1.75 -0.238
H -3.676 8.754 20.923 -0.28 -0.18 0.30 -0.398
H -6.636 6.350 30.930 -0.10 -0.07 -0.27 0.316
H 0.520 10.967 28.407 0.01 -0.18 -0.67 0.138
H -1.814 11.404 22.944 -0.03 0.18 -0.31 0.510
C -2.528 10.805 22.379 -0.87 0.11 -0.23 0.728
H -2.514 9.632 31.953 0.43 -0.77 0.33 0.166
H 0.473 10.737 25.259 0.13 -0.38 0.26 -0.236
C 0.098 5.063 26.084 -0.15 1.15 0.01 0.088
H -8.672 10.374 31.011 0.21 -0.12 0.36 0.162
H -5.341 9.960 29.906 -0.04 -0.49 -0.73 -1.355
H -3.356 5.912 24.806 -0.55 -0.42 -0.15 0.237
H -0.555 8.381 33.400 -0.31 -0.25 0.14 0.273
C -4.500 12.879 30.231 0.11 -1.23 0.93 1.144
H -10.437 8.366 25.877 0.35 -0.25 0.19 0.293
O -3.870 10.154 28.071 -1.56 1.22 0.60 -0.150
C -5.057 10.268 27.253 0.38 -0.46 -0.67 0.302
C -3.122 9.557 20.437 -0.23 0.10 0.84 0.056
H -5.177 10.983 25.201 0.22 0.43 0.18 -0.479
H -5.916 16.179 23.556 0.10 -0.34 -0.37 0.312
C -4.455 5.778 22.150 -0.79 -0.71 -0.37 -0.742
H -5.352 7.715 28.721 -0.55 0.17 -0.08 0.111
H -2.467 4.870 22.439 -0.22 -0.18 0.72 0.435
O 0.884 10.680 23.287 -0.86 0.26 0.06 -0.415
H -9.117 11.874 27.425 0.00 0.02 0.13 0.006
H 3.646 10.085 23.137 -0.01 -0.06 -0.05 0.236
H -4.546 6.977 29.977 0.28 0.09 0.53 0.377
H -4.790 15.648 28.601 0.01 -0.31 -0.10 0.196
C -3.124 14.730 29.828 0.09 0.96 -0.22 -0.563
H -5.378 7.783 22.166 -0.70 -0.21 -0.09 0.315
C -3.060 10.552 25.847 -0.50 -0.55 1.35 0.495
H -2.998 9.213 19.411 0.58 0.32 -0.04 0.385
C -10.153 9.338 25.501 -1.87 3.01 -1.03 -0.670
C -0.581 10.640 31.525 -0.74 -0.63 0.89 0.411
H -9.683 13.083 31.117 0.62 0.53 -0.18 0.299
H -4.296 11.993 29.630 0.07 0.16 -0.35 -0.502
H -0.430 7.021 26.514 -0.40 0.38 0.33 -0.243
H -7.672 11.780 31.331 0.04 0.11 -0.12 0.169
H -3.808 9.185 30.291 -0.09 0.14 -0.16 -0.502
H -2.346 12.938 30.907 -0.08 -0.21 -0.71 -0.517
C -3.244 13.540 30.768 0.09 0.84 -0.27 0.007
H -0.902 12.765 28.783 -0.18 -0.10 1.39 -0.385
C -0.303 3.853 26.835 0.10 -2.39 0.29 -0.705
H -2.162 6.940 24.188 -0.25 1.02 0.00 -0.296
H -4.535 11.519 22.233 -0.26 0.45 -0.25 0.207
C -0.224 6.118 27.087 -0.74 1.24 -0.27 -0.024
H -7.226 11.963 28.968 0.09 0.21 -0.01 -0.665
H 0.429 9.468 34.358 -0.57 0.10 0.56 0.436
C -9.552 11.796 24.324 1.70 -1.52 -0.13 -0.025
O -1.421 5.654 27.682 -0.47 1.45 0.50 -0.279
H -4.284 13.747 24.518 -0.35 0.81 -0.79 0.289
C -8.421 11.373 30.652 1.20 -2.08 0.46 -0.412
H -0.882 10.315 30.529 0.87 0.32 -0.37 -0.163
C -1.421 4.240 27.805 0.21 1.29 -0.17 -0.503
C 2.810 9.399 23.270 -0.14 -0.20 -1.42 -0.546
C 1.618 9.866 22.401 0.88 0.67 0.56 -0.525
C 0.927 11.902 28.023 0.95 2.51 1.72 -0.045
C -5.386 9.065 31.749 -1.21 -0.54 0.08 -0.339
C -11.177 10.324 25.360 1.27 -1.00 0.18 -0.181
C -9.238 11.457 28.425 -0.05 -0.21 0.60 -0.319
H 1.138 5.172 25.777 -0.12 -0.53 -0.34 0.428
H -3.053 10.173 23.095 0.07 -0.09 0.07 -0.805
H -2.462 11.293 32.257 -0.12 0.10 0.49 0.194
H -4.991 15.641 30.366 -0.20 0.39 0.04 0.337
H 0.938 9.010 31.763 0.17 0.14 0.20 0.375
H -2.554 9.944 25.097 0.11 0.19 0.09 -0.303
H 1.835 11.602 30.814 0.52 -0.24 -0.21 -0.212
C -1.845 10.398 32.344 -0.76 1.40 0.34 -0.453
C -6.616 7.378 30.567 1.64 1.10 -0.53 -0.522
H -5.692 9.393 27.391 -0.14 0.12 0.35 0.092
H -1.186 10.472 20.733 0.00 0.23 -0.15 0.301
H 0.015 9.227 24.409 0.23 -0.54 0.49 -0.258
H 0.563 3.529 27.414 -0.04 -0.55 -0.10 0.295
H -2.501 6.490 21.894 0.21 0.29 0.11 0.133
H -2.821 11.606 25.702 0.19 0.02 0.18 0.133
H 3.023 12.949 30.609 -0.54 0.52 0.01 0.336
O -4.190 7.507 23.681 2.45 -0.05 1.89 -0.074
C 0.800 9.968 24.559 1.20 1.75 -2.06 0.748
C 2.275 9.464 24.657 -1.51 -1.22 1.98 -0.295
H -9.125 12.684 23.882 -0.67 0.47 -0.21 0.412
C -6.514 13.434 24.621 0.79 -1.41 -0.22 0.403
C -3.137 6.525 23.932 0.20 -0.04 -0.48 0.094
O -3.888 10.749 20.414 -0.31 0.01 -0.17 -0.464
H -2.506 8.962 27.344 0.24 -0.51 -0.83 0.107
H -2.600 15.529 30.353 -0.12 0.32 -0.18 0.460
C -4.617 15.076 29.513 1.31 -0.25 1.16 -0.662
H -9.784 10.517 28.346 -0.32 -0.02 -0.16 0.258
C -4.592 10.287 25.803 0.73 0.07 -1.09 0.519
H -5.703 10.047 32.098 -0.04 0.12 -0.11 0.236
O -1.428 10.229 33.715 0.61 -0.33 -1.43 -0.475
C -10.859 11.611 24.849 0.71 0.47 -0.40 -0.831
H 1.007 9.057 21.999 -0.01 -0.21 -0.01 0.179
C -9.679 12.136 30.577 -1.17 1.57 1.25 -0.550
O -6.597 8.246 31.701 0.11 0.33 0.48 -0.511
H -0.667 3.091 26.146 0.39 -0.42 0.22 0.389
O 0.913 13.242 29.978 0.13 0.54 2.96 -0.533
H -7.233 13.048 25.343 0.39 0.05 0.59 -0.125
C 2.168 12.426 30.182 -3.26 0.33 -3.49 0.157
H -6.314 12.593 23.957 -0.29 0.04 -0.43 -0.010
H -10.470 11.658 31.154 -0.52 -0.81 -0.50 0.268
H -4.440 5.784 21.060 -0.74 0.07 -0.02 0.361
H -4.689 9.373 25.218 -0.38 -0.47 0.68 -0.003
H 0.547 6.422 27.795 0.22 -0.58 0.40 0.286
H -0.627 5.267 25.296 0.41 -0.25 -0.53 -0.270
H -2.436 3.916 27.574 0.13 -0.25 -0.36 0.263
H -2.556 14.552 28.915 -0.10 -0.35 -0.08 0.150
O -9.976 12.396 29.248 -0.01 -0.30 -1.27 -0.486
H -3.400 13.934 31.772 -0.37 0.09 0.10 0.419
H 2.142 8.465 25.072 0.62 -0.21 0.25 0.178
```
Positions in Å, forces in eV/Å.

The calculated total energy is -2804.8282 a.u. As for the multiplicity: 2. As for the net charge: -1.